1.
2 unconnected molecules or ions with the total composition C2Br2N2O2 at a distorted geometry. Source: the OMol25 dataset; level of theory: ωB97M-V/def2-TZVPD.

## Properties
total charge	0
SMILES string	O=NC#CN=O.BrBr
relative energy (zero: lowest compared OMol25 entry of this formula, charge and spin)	2.1551	eV
HOMO energy	-9.48	eV
E_LUMO	-2.0	eV

Atoms and positions in Å:
C 0.6632 0.8999 0.3060
O -0.3961 2.9507 0.7977
N -0.0018 1.8408 0.6113
O 1.8263 -2.3069 -0.7588
N 1.4609 -1.3082 -0.3030
C 0.8963 -0.2844 -0.2791
Br -2.7640 0.1256 -0.2982
Br -1.6849 -1.9175 -0.0759

2.
C5H3N in the gas phase at a distorted geometry. Source: the OMol25 dataset; level of theory: ωB97M-V/def2-TZVPD.

## Properties
total charge	0
relative energy (zero: lowest compared OMol25 entry of this formula, charge and spin)	2.0926	eV
HOMO energy	-9.60	eV
E_LUMO	-0.1	eV

Atoms and positions in Å:
C -1.5515 0.1433 -0.0403
H 1.2544 1.6328 0.2788
C 1.9763 -0.4388 -0.0266
C 1.0407 0.5100 -0.0098
N -2.9710 -0.1205 0.0066
C -4.1775 -0.2471 0.0168
H 1.7092 -1.4177 -0.0288
H 3.0424 -0.3486 -0.2210
C -0.3229 0.2866 0.0241

3.
7 unconnected molecules or ions with the total composition C33H66ClN6O6 at a distorted geometry. Source: the OMol25 dataset; level of theory: ωB97M-V/def2-TZVPD.

## Properties
⟨S²⟩	0.755
total charge	0
HOMO energy (alpha / beta)	-7.88 / -8.46	eV
E_LUMO (alpha / beta)	-0.1 / -0.1	eV
spin multiplicity	2

Atoms and positions in Å:
N -0.5724 -5.1543 1.1717
H -1.1552 -7.7450 1.3472
H -0.0792 6.0167 -0.7400
H 0.2129 6.1968 1.5444
H 3.1734 4.8765 2.6123
Cl 1.0623 -0.0578 -0.8634
C -3.0646 -5.1864 0.6696
H 1.9648 3.7591 -0.6038
C -0.8297 -5.3331 3.7166
H -3.3860 -0.2140 -1.6048
N -2.2770 2.0170 0.4396
H -1.0390 0.9430 4.1978
H -2.1584 -7.2754 2.7322
H -2.0720 0.7930 -2.2158
C -2.0202 -3.5170 2.2965
H -4.0229 3.4301 -1.4876
H -3.8177 1.2411 -3.6629
H -3.4532 -1.7374 -6.0703
C -2.5748 -1.9774 -4.0926
C -1.7723 -4.3914 0.9578
H 1.9120 8.1753 2.0713
H 3.5897 5.2186 0.9081
H 0.3495 4.9850 -2.0750
H 5.4258 1.2549 1.4722
H 3.2398 2.2620 1.7621
C 2.1292 7.2598 1.5213
C 1.6437 4.7654 -0.3347
H 0.5199 1.1984 3.2339
C 3.6300 2.5439 -3.7900
C -0.3643 -6.0805 2.4137
C 1.8089 -2.0711 2.9867
N 4.4958 3.1175 -3.2463
C -1.1347 -7.3653 2.3688
H 1.7426 -5.3939 2.6752
H -0.6426 -0.0444 2.7887
H -0.8723 -2.1960 -5.2997
C -3.0567 0.8150 -1.7489
C -3.1889 -1.1298 -5.2048
H 2.0590 7.4925 0.4587
O 2.0885 -1.0393 -0.6354
H 0.0295 1.8719 -6.0707
N 1.8261 -2.8657 2.0905
H 0.4896 -0.0218 5.5506
H 1.4259 3.2696 -5.6246
C 0.3356 5.0393 -0.9865
H 1.0308 3.5324 2.8028
H -2.1517 -3.6947 4.3416
H -4.1076 -0.6314 -4.8956
C 3.1322 4.5015 1.5897
H -1.8856 -3.4080 -1.0194
H 1.3096 -6.6576 3.6852
C -0.5799 -3.4657 -3.6530
H -0.7183 -8.2127 2.9132
H -2.7331 3.3405 -2.7548
H -0.0417 -4.6967 4.1193
H -2.4524 -0.3333 -5.3113
C 1.1821 -6.3285 2.6539
O 1.7824 1.1002 -1.1358
N 1.6550 4.7286 1.2238
H 2.6338 -0.5120 3.7629
H -2.2601 -2.3242 0.2733
C -1.6746 -3.2113 0.0317
H -1.1144 -2.9639 2.5452
C -4.0215 1.6246 -2.6631
C -2.1139 -4.4444 3.5513
H -3.7235 -4.5611 0.0672
C 0.6993 3.6197 1.7681
C -1.4577 -2.8480 -4.6515
O -0.2423 -5.7923 -0.0632
O 0.1971 0.0500 0.3311
H 6.6486 2.1916 2.4316
H 1.2219 3.2828 -3.8781
H -2.9127 -2.8922 2.2603
O 5.0943 3.2205 1.6665
H 2.1202 -1.7029 4.9920
H -1.0990 -6.0398 4.5015
C 2.5918 1.7779 -4.4777
H -0.1515 0.9348 -4.6420
C 1.2383 6.0452 1.8815
H 2.5004 0.8865 -3.8571
N 0.1186 -3.9165 -2.8849
H -3.6156 -5.3858 1.5887
C 0.3925 -0.5407 4.5970
C 0.0260 1.9544 -4.9838
H -0.2937 4.0211 1.5660
H 3.1795 7.1531 1.7927
C 1.8103 -1.1325 4.1164
H -2.9684 -6.1716 0.2133
H 2.4008 5.4575 -0.7034
C -0.2188 0.5023 3.6311
H -2.2113 -1.3865 -3.2518
H 5.0986 1.6769 3.1565
H -4.3560 3.6200 -3.2571
H 2.9888 1.3207 -5.3841
H -3.2972 -2.6669 -3.6557
O 0.3125 -0.5255 -1.9725
C 1.3397 2.6322 -4.7446
H 3.6267 2.9132 0.2592
C -3.7663 3.1079 -2.4967
H 0.8535 2.7176 1.1760
H 1.5886 -7.0507 1.9459
H -0.2686 -1.4019 4.6941
H -1.8900 -3.6832 -5.2027
H -5.0620 1.4354 -2.3993
H 1.3112 5.9092 2.9606
C 5.5910 2.0084 2.2423
C -2.6341 1.4842 -0.5162
H -0.9003 2.4929 -4.7833
H -0.6997 -2.7252 0.0672
H -0.3418 4.2156 -0.7615
C 3.7121 3.1401 1.3219
H -3.0233 -5.0375 3.6478

4.
3 unconnected molecules or ions with the total composition C25H60Br2ClN6O10P3 at a distorted geometry. Source: the OMol25 dataset; level of theory: ωB97M-V/def2-TZVPD.

## Properties
total charge	-2
HOMO energy	-1.00	eV
E_LUMO	3.1	eV

Atoms and positions in Å:
H -1.0722 3.5130 -1.6441
C 2.8848 -3.5455 2.1053
H 5.4575 -3.4608 -0.7343
Br -6.7596 0.0747 0.8887
N -6.1699 3.7181 -2.5214
H -8.0687 4.5755 -2.9122
H -5.0265 1.9586 2.5590
H -6.7283 2.3796 2.7958
H -5.4977 3.6621 0.4530
H 0.9340 3.6304 0.3315
O 9.6081 0.3192 0.0925
H -3.7063 1.6244 -4.8526
H -1.2487 2.4218 -3.1358
C 1.3796 -6.2883 2.3949
H -6.3285 1.6414 -0.9482
H -4.6338 -3.9617 0.0233
N 2.0765 -3.9767 3.2384
H 9.7713 -2.9644 -0.5196
O -3.3440 6.3420 -1.8416
H -4.5323 -2.8730 -2.7109
H 5.1700 0.4349 -0.5627
H 0.0761 2.4820 1.3756
H -2.9413 7.0532 -1.3336
H 1.1272 -3.6534 3.1004
C -3.3583 0.6247 1.3398
H -5.5507 -2.4033 -1.3773
C 0.4881 -1.1336 2.1429
H -0.5164 -4.1059 1.9019
H -2.9916 -3.6705 -0.4897
H 2.6401 -4.0987 1.1868
H -6.8422 5.7007 -2.2697
H 2.8348 -1.4729 2.7138
H -5.5573 3.6640 2.7062
C 10.2360 -0.9543 0.0369
H 10.7388 -1.1891 0.9797
H -2.0715 4.2625 -4.0467
H -3.2418 -1.0605 -2.3744
C -3.2304 3.7205 -1.0300
H -1.4921 5.1591 -1.1745
O -3.4948 2.8643 -0.0200
H -6.0930 3.8044 -1.5175
H -4.9365 3.3485 -4.1140
H 0.9267 -0.1626 2.3890
H 1.5239 -5.5912 4.3974
Br -7.9641 3.4016 0.5678
C -4.0045 -3.8262 -0.8531
P -3.9188 1.1888 -0.4561
C 0.0401 2.9953 0.4143
C 9.5826 0.8968 1.3827
H 3.0796 -5.7668 3.5962
H 0.2721 -4.9665 0.5494
H -2.9080 -1.6035 -0.7070
O -3.5179 -0.5770 1.7169
H 6.6369 -2.4572 -1.5581
O 1.3613 -1.8798 1.2970
H 9.1645 1.8968 1.2839
H 0.0389 2.2224 -0.3444
C -3.7312 3.0572 -2.3806
O -2.7960 1.5052 2.0543
C -4.5227 -2.6201 -1.6496
H -0.9613 4.6676 0.8613
Cl -3.3602 5.9353 1.0789
O -4.1682 1.7805 -2.1036
N 8.3038 -2.2562 0.7820
C 2.0500 -5.4168 3.4548
H 7.5881 -4.1015 0.1265
H 6.6001 -0.2801 -1.3321
P -4.1575 5.3554 -0.7673
H 10.9983 -0.9089 -0.7474
N -1.1749 3.8037 0.3874
C -1.6719 4.1040 -0.9626
N -2.7877 2.0361 -4.9714
C -4.8506 3.8192 -3.1336
C 9.2351 -2.0326 -0.3148
C 6.1773 -2.6516 -0.5810
H 7.9325 -1.3639 1.0809
O -0.0125 -6.0926 2.2900
H 8.9551 0.3233 2.0728
H 8.7247 -1.7235 -1.2376
H -1.6463 0.3502 -0.3368
H 0.2705 -1.6800 3.0666
H 1.5134 -7.3312 2.7034
N -2.2066 0.9112 -0.9534
H -1.4039 -5.3282 1.0063
C -7.0183 4.8488 -2.9314
H 1.8577 -6.1902 1.4119
O -4.5249 -0.3454 -0.9184
H 3.9422 -3.7201 2.3375
P -2.4195 2.9278 -3.7244
H -4.5313 4.8503 -3.3341
H 6.6394 -3.3221 1.3823
H 6.5908 0.0849 0.4171
H 3.3776 -1.7538 1.0541
C 2.6626 -2.0752 1.8157
H -2.0067 0.7828 -1.9311
C -5.8000 1.5490 -0.0089
C 7.1856 -3.1373 0.4542
H -6.7587 5.1737 -3.9369
H -0.4483 -0.9647 1.6138
C -3.6886 -1.3353 -1.4168
C -5.8017 2.6775 2.3173
C -0.4194 -5.0645 1.3897
O 5.4184 -1.5382 -0.1610
H 10.5917 0.9780 1.7995
H -4.0146 -4.7528 -1.4258
C -6.0228 2.7974 0.8162
C 5.9893 -0.2702 -0.4254

5.
11 unconnected molecules or ions with the total composition C5H32NO12 at a distorted geometry. Source: the OMol25 dataset; level of theory: ωB97M-V/def2-TZVPD.

## Properties
total charge	-1
relative energy (zero: lowest compared OMol25 entry of this formula, charge and spin)	6.0242	eV
HOMO energy	-6.37	eV
E_LUMO	2.8	eV

Atoms and positions in Å:
H -3.5906 0.0904 -0.5035
O 1.4370 -1.8221 -1.5215
O 0.3070 -2.1615 0.6953
H 2.1470 -1.7939 1.7763
H -3.2781 -0.4718 0.8591
O -0.8472 -2.2272 -2.7239
H -1.2922 1.2406 -1.8004
C 1.7378 1.9081 1.9237
H 0.0249 -1.8897 -2.3100
H 2.1657 1.6336 2.8761
O -0.2342 1.4649 -5.2495
H 2.5099 2.3950 1.2962
H 3.8390 -3.9840 -1.1565
H 3.5536 -0.0296 0.1896
C -0.8867 -0.3496 2.5404
H 1.4966 -2.7110 -1.8377
H -0.1636 2.4759 2.7366
H -0.0454 3.0147 1.2583
H -0.2022 2.3701 -5.0311
H -0.8812 -1.1342 0.6886
C 0.5158 2.9322 2.1111
H -3.4857 1.7219 1.8515
H 0.8716 3.8929 2.3274
O -3.9169 -0.6662 0.1003
H -4.3591 0.5708 1.7720
H 1.2350 -0.5156 3.2945
O 1.2805 0.7965 -2.2594
H 0.9128 -2.6689 2.4841
H 1.0429 0.5107 -1.4170
C 1.0600 -1.7770 1.7372
O 4.4957 -0.1078 0.6365
H 4.7249 -0.7513 0.1123
O -1.4191 -0.3648 1.2399
O -4.3414 1.4804 1.8600
H 0.5176 0.7208 0.8568
N 1.3441 0.5194 1.3947
H 0.3002 0.8344 -4.6131
H 0.7213 -2.0035 -0.4323
H 2.1289 0.6186 -2.4807
H -1.1387 0.7240 3.0959
O -4.3408 0.9121 -2.8211
H -3.8603 1.2837 -2.0659
O 4.0975 -3.1513 -1.4944
H -1.2243 -2.4255 -1.9583
H -4.3618 -0.0035 -2.5148
C 0.7221 -0.3954 2.4001
H -1.6181 1.2616 -0.2803
H -1.0471 -1.1031 3.1906
O -1.9160 1.8138 -1.1000
H 3.2613 -2.6788 -1.7339

> The lowest total charge belongs to which entry?

C25H60Br2ClN6O10P3

> total charge of number 5 (C5H32NO12)?

-1

> Which value of total charge does entry 5 give?

-1